{"formula": "C18H24I2MnO5S", "method": "the ωB97M-V functional and the def2-TZVPD basis", "elements": ["C", "C", "C", "C", "I", "C", "C", "I", "C", "O", "S", "O", "O", "C", "C", "C", "C", "C", "C", "C", "C", "O", "C", "O", "C", "C", "H", "H", "H", "H", "H", "H", "H", "H", "H", "H", "H", "H", "H", "H", "H", "H", "H", "H", "H", "H", "H", "H", "H", "H", "Mn"], "xyz": [[4.09187, -0.83905, 1.42658], [3.25777, -0.67046, 0.60064], [2.16701, -0.40104, -0.32591], [1.29471, -1.67674, -0.40152], [1.12686, -2.67953, -2.34550], [0.59321, -2.30614, 0.54584], [-0.25245, -3.53672, 0.35156], [0.63721, -1.67112, 2.51480], [2.88505, -0.19434, -1.68883], [3.74407, 0.90866, -1.64649], [2.94072, 2.30848, -1.76236], [3.55553, 3.24032, -0.89132], [2.82705, 2.64242, -3.13867], [1.32429, 1.84068, -1.17803], [1.28668, 0.85568, 0.01526], [1.60486, 1.67184, 1.27274], [0.38893, 2.57055, 1.57329], [-0.79963, 1.78428, 2.13313], [-1.58104, 0.96177, 1.11010], [-1.83480, 1.61761, -0.23434], [-2.39969, 0.62782, -1.22301], [-3.53328, -0.08367, -0.72893], [-3.43092, -1.41144, -1.00239], [-3.61194, -1.86475, -2.09499], [-3.08040, -2.27578, 0.14381], [-3.68004, -2.17608, 1.32394], [4.86013, -1.08707, 2.11932], [-1.15869, -3.32042, -0.21475], [0.32783, -4.33251, -0.10379], [-0.55537, -3.91849, 1.31700], [2.19779, -0.12223, -2.53286], [3.52805, -1.05510, -1.85935], [0.81376, 2.76637, -0.95746], [0.82646, 1.40557, -2.04135], [0.26749, 0.49475, 0.04564], [2.46112, 2.31155, 1.08408], [1.81499, 1.08930, 2.16014], [0.12230, 3.18270, 0.71991], [0.70025, 3.26903, 2.34444], [-0.47427, 1.16150, 2.96058], [-1.47858, 2.50721, 2.58084], [-2.55289, 0.68919, 1.50931], [-1.08439, 0.01058, 0.90748], [-2.49488, 2.47829, -0.16846], [-0.91174, 1.94911, -0.69751], [-2.69751, 1.12926, -2.14065], [-1.61101, -0.09493, -1.50798], [-2.34516, -3.04960, -0.02850], [-4.38853, -1.38522, 1.51596], [-3.52380, -2.90035, 2.10485], [-1.27230, -2.00560, -2.95339]], "forces_ev_per_a": [[0.9, -0.5, 0.6], [-1.1, 0.4, -0.1], [0.2, -0.4, -0.8], [-0.3, 0.5, 0.8], [0.6, -0.2, -0.2], [0.0, -0.2, -0.5], [0.7, -0.2, 0.4], [0.1, 0.0, 0.2], [0.4, -0.7, -0.2], [-0.4, 0.5, 0.4], [0.5, 1.0, -0.5], [0.1, -0.3, 0.5], [-0.3, -0.4, -0.3], [0.1, -0.8, -0.2], [0.7, 0.4, -0.5], [-0.6, 0.5, -0.2], [0.6, -0.6, 0.9], [-0.3, 0.7, -0.5], [-0.4, -0.2, 0.1], [-0.1, -0.3, 0.0], [-0.5, 1.1, -0.7], [0.0, -1.2, 0.0], [-0.2, 1.1, 3.4], [1.7, -0.7, -3.3], [-0.4, 0.3, 0.2], [-0.1, 0.3, -0.1], [0.1, 0.1, 0.1], [1.5, -0.5, -0.2], [0.0, -0.1, -0.3], [-0.3, -0.1, 0.1], [-0.1, 0.2, 0.0], [0.1, -0.1, -0.1], [0.2, 0.3, 0.0], [-0.1, 0.1, -0.2], [0.3, 0.0, 0.1], [0.3, -0.1, 0.0], [0.1, -0.3, 0.0], [-0.2, 0.1, 0.0], [0.0, 0.2, 0.1], [0.1, -0.2, 0.1], [-0.2, 0.1, 0.0], [-0.1, -0.1, 0.3], [-0.1, -0.2, 0.2], [-0.1, 0.1, 0.1], [-0.1, 0.3, 0.0], [0.0, 0.1, -0.2], [0.5, -0.4, 0.1], [-1.8, 0.1, -0.1], [-0.2, 0.1, 0.1], [0.1, -0.1, 0.2], [-2.0, 0.3, 0.4]], "mulliken_spin": [0.00, 0.00, 0.01, -0.03, -0.01, 0.03, -0.07, 0.01, 0.01, 0.00, 0.00, 0.00, 0.00, 0.00, 0.00, 0.00, 0.00, 0.00, 0.00, 0.02, -0.08, 0.00, -0.02, 0.02, 0.04, 0.01, 0.00, -0.01, 0.00, 0.00, 0.00, 0.00, 0.00, 0.00, 0.01, 0.00, 0.00, 0.00, 0.00, 0.00, 0.00, 0.00, 0.00, 0.00, 0.00, 0.00, 0.04, 0.04, 0.00, 0.00, 4.99], "charge": 2, "spin_multiplicity": 6, "homo_energy_ev": [-15.50, -15.50], "total_energy_ev": -87625.72216, "e_lumo_ev": [-9.416, -10.086], "orbital_gap_ev": [6.08, 5.41], "s2": 8.758}


{"formula": "C26H37ClLaN2O2", "method": "the ωB97M-V functional and the def2-TZVPD basis", "elements": ["La", "Cl", "N", "N", "C", "C", "C", "C", "C", "C", "H", "H", "H", "H", "H", "H", "C", "C", "C", "C", "H", "H", "H", "H", "H", "H", "O", "H", "H", "O", "H", "H", "C", "C", "C", "H", "H", "C", "C", "H", "C", "C", "C", "C", "H", "C", "H", "H", "H", "H", "H", "H", "H", "H", "C", "C", "C", "C", "C", "C", "H", "H", "H", "H", "H", "H", "H", "H", "H"], "xyz": [[-1.40866, -0.06795, -0.30845], [-2.71468, 2.14981, 2.10692], [0.09381, 2.27729, -0.71661], [-0.26274, -2.40936, -0.34031], [-0.86682, 2.99263, -1.26449], [-0.86107, -3.16906, -1.24787], [1.11674, 3.26486, -0.19318], [0.34486, 4.57970, -0.22598], [2.30371, 3.33963, -1.13899], [1.54031, 2.85530, 1.19986], [1.99219, 3.64309, -2.14788], [2.81297, 2.37279, -1.19217], [3.00782, 4.08826, -0.76221], [0.66139, 2.67808, 1.82953], [2.13671, 3.66651, 1.63478], [2.15320, 1.94943, 1.16532], [0.68112, -3.31564, 0.43575], [0.56457, -4.63961, -0.30972], [0.19126, -3.42465, 1.87021], [2.09464, -2.76939, 0.37154], [2.39501, -2.63331, -0.67539], [2.76953, -3.50066, 0.83560], [2.18692, -1.81688, 0.90452], [-0.79867, -3.90014, 1.89286], [0.12315, -2.43591, 2.34453], [0.89044, -4.05210, 2.43674], [-0.48304, -4.42304, -1.32491], [0.24168, -5.48260, 0.30813], [1.47318, -4.91876, -0.85677], [-0.83515, 4.29609, -1.08133], [0.86640, 5.42097, -0.68944], [-0.03512, 4.88435, 0.75728], [-1.97459, 2.33677, -2.08818], [-1.90717, -2.61701, -2.21271], [-1.44676, -1.37255, -2.92482], [-2.80196, -2.45191, -1.61690], [-2.13447, -3.46383, -2.93815], [-1.71696, -0.11180, -2.59825], [-1.49422, 1.15549, -2.87567], [-2.15596, -0.72633, 1.76240], [-0.64030, 1.14598, -4.04505], [-0.23047, -0.07013, -4.58917], [-0.26171, 2.51290, -4.56341], [-0.59258, -1.30049, -4.07675], [0.45536, -0.03578, -5.49010], [-0.16614, -2.65482, -4.64161], [0.35596, -2.44086, -5.62619], [-1.05030, -3.32256, -4.79690], [0.53881, -3.16694, -3.93091], [-1.13462, 3.21471, -4.56365], [0.12245, 2.34933, -5.62158], [0.55503, 2.95283, -3.92346], [-2.37319, 3.13547, -2.77584], [-2.78916, 2.10261, -1.38042], [1.29498, -0.50023, 4.43791], [-0.12540, 0.06952, 4.45455], [-1.06259, -0.85095, 5.24424], [-0.12375, 1.45384, 5.09896], [-0.66677, 0.24835, 3.04811], [-1.54619, 0.66506, 2.19636], [1.67695, -0.58727, 5.46514], [1.96788, 0.15593, 3.87170], [1.32150, -1.49399, 3.97284], [-0.74661, -0.90945, 6.29276], [-2.08776, -0.46269, 5.21444], [-1.06518, -1.86203, 4.82024], [0.56706, 2.12162, 4.57227], [-1.12658, 1.89306, 5.06199], [0.18978, 1.38838, 6.14794]], "forces_ev_per_a": [[1.4, -0.3, 5.2], [-1.7, 2.0, 0.1], [-0.8, 1.8, -1.2], [-0.6, -2.2, -1.6], [1.9, -2.4, 1.0], [1.4, 3.0, 1.4], [-0.9, -0.7, -0.2], [-1.0, 0.2, 0.0], [0.1, -0.2, -0.2], [0.0, 0.3, 0.2], [0.1, -0.1, 0.2], [-0.1, 0.1, -0.1], [0.0, -0.1, 0.0], [0.1, -0.1, -0.1], [0.0, -0.1, 0.1], [-0.2, 0.1, 0.1], [-0.8, 1.0, -0.2], [-0.4, -0.3, -0.8], [-0.1, -0.2, 0.2], [0.2, 0.0, -0.1], [0.0, 0.0, 0.2], [0.0, 0.2, 0.0], [-0.1, -0.1, -0.1], [0.2, 0.2, 0.0], [-0.1, -0.1, -0.2], [0.0, 0.0, 0.0], [0.2, -1.3, 0.2], [0.0, 0.2, -0.1], [-0.2, 0.1, 0.1], [0.4, 1.0, 0.0], [0.0, -0.2, 0.0], [0.0, -0.2, -0.2], [0.0, 1.9, -0.3], [0.7, -1.9, -0.5], [2.4, 0.9, -3.7], [-0.4, 0.3, 0.1], [0.1, 1.1, 0.8], [-6.4, -1.1, 4.2], [2.8, -0.3, -3.7], [-1.0, 0.6, -0.8], [-0.8, 2.3, 1.3], [1.1, 0.9, -1.4], [1.0, -0.3, -1.4], [-0.8, -3.4, 1.3], [-0.9, -0.1, 1.1], [0.9, 0.6, -1.0], [-0.5, -0.8, 1.0], [0.8, 0.5, 0.0], [-0.6, 0.4, -0.8], [0.8, -0.6, -0.1], [-0.3, 0.8, 1.1], [-0.7, -0.3, -0.7], [0.2, -0.7, 0.7], [0.0, -0.1, -0.4], [0.1, 0.0, 0.1], [-0.5, 1.1, -1.3], [-0.1, 0.0, -0.1], [0.1, 0.2, 0.6], [0.0, -0.4, -0.1], [2.7, -3.4, -0.2], [0.0, 0.0, -0.1], [-0.1, -0.1, 0.1], [-0.1, 0.2, 0.1], [0.0, 0.0, 0.0], [0.2, -0.1, 0.0], [0.0, 0.1, 0.0], [-0.1, -0.1, 0.0], [0.2, -0.1, 0.0], [0.1, 0.2, 0.2]], "lowdin_charge": [1.50, 0.16, 0.09, 0.03, -0.40, -0.38, -0.55, -0.05, -0.04, -0.04, 0.07, 0.09, 0.09, 0.07, 0.09, 0.08, -0.54, -0.06, -0.05, -0.04, 0.08, 0.09, 0.08, 0.09, 0.05, 0.09, 0.02, 0.13, 0.12, 0.02, 0.12, 0.13, -0.09, -0.07, -0.28, 0.09, 0.14, -0.38, -0.31, -0.04, -0.22, -0.03, -0.05, -0.23, 0.12, -0.05, 0.08, 0.08, 0.09, 0.08, 0.08, 0.08, 0.14, 0.10, -0.08, -0.66, -0.07, -0.09, -0.24, -0.95, 0.07, 0.07, 0.05, 0.07, 0.09, 0.07, 0.07, 0.08, 0.06], "e_above_lowest_kcal_mol": 115.46, "charge": -1, "homo_energy_ev": [-0.73, -0.73], "total_energy_ev": -48012.07926, "e_lumo_ev": [2.415, 2.415], "orbital_gap_ev": [3.14, 3.14]}


{"formula": "C7H28N14O7Tl", "method": "the ωB97M-V functional and the def2-TZVPD basis", "elements": ["Tl", "C", "O", "N", "N", "H", "H", "H", "H", "C", "O", "N", "N", "H", "H", "H", "H", "C", "O", "N", "N", "H", "H", "H", "H", "C", "O", "N", "N", "H", "H", "H", "H", "C", "O", "N", "N", "H", "H", "H", "H", "C", "O", "N", "N", "H", "H", "H", "H", "C", "O", "N", "N", "H", "H", "H", "H"], "xyz": [[-1.12185, -0.76101, 0.37359], [-1.04186, 2.74582, -1.63600], [-1.37616, 1.63106, -1.19280], [-1.77220, 3.87087, -1.40582], [0.06722, 2.90753, -2.39128], [-2.68753, 3.68496, -1.02095], [-1.76749, 4.57357, -2.13174], [0.69179, 2.20011, -2.73685], [0.15197, 3.79812, -2.86247], [-1.60813, 2.87748, 2.23863], [-1.28516, 1.84220, 1.62105], [-1.13043, 4.11558, 1.94529], [-2.55416, 2.84039, 3.21928], [-0.59875, 4.31450, 1.12037], [-1.46701, 4.81873, 2.57645], [-2.74304, 3.72776, 3.64909], [-3.00407, 1.98496, 3.48535], [2.42456, 1.30121, 0.31723], [1.31816, 0.73225, 0.37356], [2.55089, 2.50712, -0.29526], [3.57805, 0.80091, 0.81702], [1.70724, 2.87468, -0.69694], [3.45397, 2.90018, -0.49268], [3.65614, -0.12450, 1.19548], [4.31077, 1.46603, 0.99618], [-3.72449, -0.56629, 3.35553], [-2.81103, -0.99078, 2.61263], [-5.01622, -0.55734, 2.99593], [-3.41854, -0.04926, 4.57417], [-5.75552, -0.17674, 3.55919], [-5.21523, -0.92351, 2.08001], [-2.45371, -0.04020, 4.85681], [-4.16809, 0.14890, 5.21600], [1.08192, -0.38848, -3.02202], [0.34581, -0.68364, -2.06514], [2.41504, -0.60147, -3.04405], [0.55353, 0.20296, -4.13059], [2.86851, -0.93947, -2.21166], [2.93825, -0.32480, -3.85534], [-0.40455, 0.49210, -4.01963], [1.03158, 0.31183, -5.00773], [2.53393, -2.45901, 0.52018], [1.43610, -2.05005, 0.89828], [2.78740, -2.79752, -0.79129], [3.62962, -2.57790, 1.31806], [3.67774, -3.16273, -1.07260], [2.01038, -2.74890, -1.42789], [4.53911, -2.82076, 0.97234], [3.54606, -2.30668, 2.28586], [-0.38010, -4.21344, -1.43892], [-0.86159, -3.07710, -1.22857], [0.36735, -4.84982, -0.51217], [-0.74737, -4.94928, -2.51546], [0.74273, -5.77697, -0.59871], [0.41384, -4.41260, 0.39401], [-0.37019, -5.87412, -2.59762], [-1.34521, -4.46745, -3.16542]], "forces_ev_per_a": [[1.4, 0.6, -0.4], [0.1, -1.1, 0.0], [-0.3, -0.2, 0.3], [-0.2, -0.2, -0.1], [0.2, 1.4, -0.3], [0.0, 0.0, 0.0], [0.0, 0.2, 0.2], [-0.4, -0.5, 0.2], [0.2, -0.1, 0.0], [-1.2, -0.4, 0.2], [0.7, 0.0, -0.7], [-0.5, -1.2, 0.7], [1.1, 0.7, -0.7], [0.1, 0.0, 0.0], [0.4, 0.7, -0.4], [-0.6, -0.3, 0.5], [0.0, 0.0, 0.2], [0.1, 0.0, 0.4], [-0.2, 0.1, -0.7], [-0.4, -0.5, 0.3], [-0.1, 0.4, -0.2], [0.1, 0.3, -0.1], [-0.1, 0.1, -0.2], [-0.3, 0.0, 0.2], [0.3, -0.3, 0.1], [-0.2, 0.5, 0.2], [0.8, -0.3, -0.5], [0.5, -0.2, -0.5], [-0.2, 0.1, -0.7], [-0.1, 0.0, 0.0], [-0.3, 0.0, 0.1], [-0.1, -0.2, 0.3], [0.3, -0.1, 0.4], [0.0, 0.4, -0.2], [0.1, -0.3, 0.3], [-0.4, 0.1, 0.0], [-0.2, 0.1, 0.7], [0.1, 0.0, -0.1], [0.3, -0.1, 0.1], [-0.1, -0.2, -0.4], [0.0, 0.0, -0.1], [1.0, -0.3, -1.4], [-0.4, -0.1, 0.6], [-0.5, 0.7, 0.7], [-0.7, 0.6, 0.6], [0.0, -0.2, -0.2], [0.1, -0.2, 0.0], [0.0, -0.2, -0.1], [0.0, -0.2, 0.0], [-0.8, -1.7, 0.9], [-0.4, 0.9, -0.2], [0.2, 0.7, 0.3], [0.5, 1.6, 0.8], [-0.1, -0.1, -0.2], [0.2, 0.0, 0.0], [-0.3, -0.2, -0.6], [0.0, -0.6, -0.4]], "nbo_charge": [1.55, 0.78, -0.63, -0.81, -0.81, 0.42, 0.41, 0.43, 0.41, 0.78, -0.59, -0.80, -0.81, 0.43, 0.41, 0.41, 0.42, 0.78, -0.61, -0.80, -0.81, 0.41, 0.42, 0.42, 0.41, 0.78, -0.67, -0.78, -0.80, 0.43, 0.43, 0.43, 0.42, 0.77, -0.65, -0.82, -0.81, 0.42, 0.42, 0.42, 0.42, 0.79, -0.67, -0.85, -0.83, 0.41, 0.42, 0.42, 0.42, 0.77, -0.63, -0.81, -0.79, 0.42, 0.42, 0.42, 0.43], "e_above_lowest_kcal_mol": 28.03, "charge": 3, "homo_energy_ev": -17.67, "total_energy_ev": -47578.49501, "e_lumo_ev": -14.120, "orbital_gap_ev": 3.55}